Record 1
The following is a quantum chemistry calculation of a structure of composition C30H91CaN15O6P5 in a non-equilibrium geometry, from OMol25.

The geometry in XYZ format:
```
148
Properties=species:S:1:pos:R:3:lowdin_charge:R:1
Ca 0.810 -0.735 -2.535 1.412
O 0.351 -0.778 -0.343 -0.549
H 0.532 -0.935 0.604 -0.065
O 3.143 0.141 -2.778 -0.379
P 3.920 1.382 -2.493 0.647
N 3.851 2.587 -3.701 -0.321
C 2.551 3.176 -4.007 -0.120
C 4.668 2.447 -4.906 -0.102
N 5.596 1.140 -2.187 -0.282
C 6.628 2.155 -2.218 -0.124
C 6.119 -0.290 -2.227 -0.078
N 3.411 2.367 -1.120 -0.274
C 2.289 1.808 -0.266 -0.104
C 3.971 3.710 -0.746 -0.088
H 1.921 2.667 -4.736 0.074
H 2.686 4.137 -4.505 0.092
H 1.995 3.183 -3.070 0.070
H 3.976 2.094 -5.670 0.082
H 5.487 1.753 -4.719 0.076
H 5.050 3.429 -5.187 0.091
H 7.620 1.798 -2.497 0.096
H 6.312 3.043 -2.765 0.072
H 6.655 2.609 -1.227 0.069
H 6.730 -0.558 -3.089 0.077
H 6.906 -0.348 -1.475 0.077
H 5.430 -1.102 -1.994 0.050
H 2.132 2.500 0.561 0.068
H 1.349 1.651 -0.795 0.043
H 2.521 0.885 0.266 0.051
H 3.333 4.478 -1.184 0.076
H 5.034 3.929 -0.838 0.062
H 3.834 3.928 0.313 0.073
O 1.153 -2.984 -2.264 -0.439
P 1.497 -4.184 -1.436 0.683
N 2.530 -3.684 -0.198 -0.301
C 3.443 -2.615 -0.521 -0.132
C 2.948 -4.393 0.981 -0.101
N 2.230 -5.588 -2.347 -0.282
C 2.997 -5.144 -3.567 -0.099
C 2.844 -6.696 -1.660 -0.147
N 0.144 -4.709 -0.599 -0.276
C -0.217 -6.058 -0.121 -0.102
C -0.748 -3.692 0.003 -0.103
H 3.025 -1.647 -0.244 0.066
H 3.774 -2.621 -1.559 0.068
H 4.345 -2.704 0.084 0.083
H 4.000 -4.625 0.815 0.081
H 2.363 -5.311 1.037 0.066
H 2.865 -3.819 1.904 0.090
H 2.636 -5.901 -4.263 0.082
H 2.618 -4.163 -3.852 0.057
H 4.084 -5.145 -3.480 0.080
H 3.793 -6.400 -1.214 0.079
H 2.259 -7.023 -0.800 0.059
H 2.931 -7.584 -2.285 0.093
H 0.025 -6.803 -0.879 0.070
H 0.380 -6.361 0.740 0.066
H -1.269 -6.140 0.152 0.081
H -0.342 -3.212 0.894 0.076
H -1.744 -4.055 0.259 0.076
H -0.853 -2.950 -0.789 0.045
O -5.802 3.084 1.304 -0.307
P -4.298 3.140 1.309 0.676
N -3.621 1.496 1.474 -0.273
C -2.184 1.068 1.768 -0.098
C -4.500 0.312 1.182 -0.121
N -3.677 4.114 2.619 -0.301
C -2.380 4.666 2.636 -0.154
C -4.449 4.217 3.906 -0.077
N -3.582 3.752 -0.136 -0.327
C -4.392 4.307 -1.198 -0.112
C -2.131 3.738 -0.395 -0.119
H -2.204 0.085 2.238 0.074
H -1.586 1.749 2.374 0.050
H -1.757 0.925 0.775 0.039
H -4.870 -0.139 2.102 0.082
H -3.975 -0.421 0.570 0.058
H -5.321 0.704 0.582 0.058
H -2.194 5.127 3.607 0.085
H -1.593 3.932 2.466 0.049
H -2.400 5.413 1.843 0.073
H -4.006 4.962 4.568 0.073
H -5.377 4.703 3.605 0.071
H -4.623 3.278 4.432 0.081
H -3.855 5.171 -1.590 0.084
H -4.640 3.517 -1.907 0.073
H -5.233 4.726 -0.646 0.077
H -1.899 3.595 -1.450 0.077
H -1.700 2.905 0.160 0.048
H -1.703 4.649 0.023 0.065
O -1.264 -1.696 -3.444 -0.396
P -2.709 -1.541 -3.809 0.642
N -3.548 -3.018 -3.663 -0.303
C -4.023 -3.488 -2.372 -0.098
C -3.017 -4.037 -4.510 -0.121
N -3.072 -0.835 -5.375 -0.325
C -4.427 -0.595 -5.857 -0.102
C -2.184 -0.810 -6.504 -0.129
N -3.420 -0.482 -2.714 -0.251
C -2.638 0.748 -2.281 -0.085
C -4.862 -0.380 -2.308 -0.090
H -3.256 -3.833 -1.679 0.069
H -4.540 -4.447 -2.379 0.090
H -4.623 -2.719 -1.886 0.058
H -2.002 -4.331 -4.242 0.088
H -3.130 -3.610 -5.507 0.078
H -3.676 -4.904 -4.462 0.092
H -4.691 -1.592 -6.210 0.086
H -5.198 -0.253 -5.167 0.075
H -4.476 0.197 -6.604 0.091
H -2.664 -1.401 -7.284 0.083
H -2.209 0.245 -6.775 0.084
H -1.158 -1.086 -6.260 0.079
H -3.054 1.506 -1.617 0.057
H -1.674 0.512 -1.829 0.037
H -2.407 1.459 -3.075 0.074
H -5.520 -1.155 -2.700 0.078
H -5.198 0.613 -2.605 0.083
H -4.834 -0.438 -1.220 0.043
O -1.281 1.620 5.271 -0.309
P 0.076 1.232 5.760 0.587
N 0.125 -0.373 6.461 -0.293
C -0.201 -0.498 7.913 -0.094
C -0.367 -1.538 5.691 -0.119
N 0.845 2.119 6.962 -0.322
C 0.259 3.307 7.588 -0.102
C 2.202 1.689 7.333 -0.120
N 1.181 1.419 4.459 -0.283
C 1.466 2.800 4.011 -0.107
C 1.230 0.293 3.397 -0.071
H -0.395 -1.500 8.296 0.087
H -1.118 0.074 8.049 0.077
H 0.572 0.059 8.442 0.052
H -0.088 -1.398 4.647 0.041
H -1.451 -1.556 5.805 0.079
H -0.128 -2.532 6.071 0.078
H -0.522 3.748 6.969 0.068
H -0.256 2.955 8.482 0.083
H 0.802 4.250 7.654 0.083
H 2.861 2.557 7.332 0.080
H 2.310 1.369 8.369 0.069
H 2.573 0.859 6.733 0.076
H 2.501 2.946 3.703 0.077
H 0.738 3.054 3.240 0.063
H 1.363 3.517 4.825 0.070
H 1.682 -0.587 3.853 0.070
H 1.686 0.676 2.484 0.055
H 0.239 -0.005 3.056 0.044
```

Output
Electronic energy   -132105.2111 eV
Spin multiplicity   1
E_LUMO   -2.3 eV
Net charge   +1

=====

Record 2
The following is a quantum chemistry calculation of a cluster of 13 separate species, C30H92N7O13 in total in a non-equilibrium geometry, from OMol25.

The geometry in XYZ format:
```
142
Properties=species:S:1:pos:R:3:lowdin_charge:R:1
C 0.148 0.530 -0.657 -0.105
C 1.534 0.541 -1.270 -0.455
O 1.624 -0.015 -2.541 -0.340
H -0.604 0.888 -1.369 0.047
H 0.155 1.170 0.232 0.053
H -0.188 -0.491 -0.440 0.068
H 2.201 0.039 -0.551 0.057
H 1.846 1.600 -1.317 0.099
O 2.140 -0.935 -5.201 -0.090
H 1.459 -0.706 -5.841 0.008
H 1.866 -0.472 -4.379 -0.009
O 2.879 -0.912 1.652 -0.061
H 3.807 -0.663 1.737 0.004
H 2.671 -0.777 0.714 -0.002
O -1.114 -1.545 -2.803 -0.087
H -1.830 -0.926 -2.992 -0.026
H -0.314 -0.980 -2.689 0.008
O 0.447 2.560 -3.609 -0.097
H -0.470 2.262 -3.648 -0.026
H 0.924 1.792 -3.237 -0.005
O 4.228 -0.972 -3.065 -0.080
H 4.987 -1.057 -2.468 -0.018
H 3.477 -0.703 -2.488 0.001
C -2.018 2.459 -6.603 -0.047
C -2.808 2.018 -5.350 -0.415
C -4.161 1.416 -5.715 -0.220
O -5.017 2.338 -6.378 -0.166
C -5.779 3.076 -5.446 -0.121
N -2.018 1.092 -4.530 0.035
H -2.047 1.761 -7.445 0.076
H -0.951 2.445 -6.368 0.074
H -2.324 3.448 -6.936 0.071
H -2.924 2.904 -4.723 0.134
H -4.552 0.958 -4.795 0.089
H -4.107 0.481 -6.289 0.131
H -6.554 3.616 -6.002 0.084
H -5.171 3.894 -5.037 0.085
H -6.290 2.523 -4.655 0.082
H -2.445 0.888 -3.619 0.023
H -1.901 0.227 -5.049 0.089
C -4.643 -0.509 -0.039 -0.044
C -4.328 -0.696 -1.533 -0.409
C -5.537 -0.644 -2.448 -0.211
O -6.678 -1.343 -1.971 -0.177
C -6.694 -2.682 -2.416 -0.114
N -3.352 0.303 -1.954 0.034
H -5.385 -1.240 0.299 0.079
H -5.121 0.460 0.144 0.086
H -3.762 -0.640 0.588 0.051
H -3.965 -1.731 -1.524 0.140
H -5.277 -0.809 -3.496 0.117
H -5.915 0.388 -2.453 0.124
H -6.504 -2.697 -3.500 0.085
H -7.586 -3.240 -2.153 0.085
H -5.809 -3.253 -2.094 0.087
H -3.781 1.230 -1.903 0.096
H -2.709 0.389 -1.166 0.055
C 2.518 3.774 5.474 -0.055
C 1.905 2.783 4.507 -0.450
C 2.713 2.377 3.263 -0.212
O 3.128 3.423 2.398 -0.193
C 2.090 4.051 1.681 -0.097
N 1.485 1.549 5.155 0.035
H 2.852 4.695 4.996 0.074
H 3.455 3.322 5.827 0.079
H 1.881 3.957 6.334 0.073
H 1.038 3.305 4.086 0.110
H 2.113 1.660 2.685 0.111
H 3.519 1.686 3.535 0.115
H 1.396 4.594 2.326 0.082
H 1.480 3.366 1.078 0.077
H 2.565 4.691 0.942 0.093
H 0.824 1.016 4.586 0.030
H 2.210 0.829 5.128 0.075
C -4.102 1.896 4.640 -0.064
C -2.627 1.840 4.313 -0.449
C -2.227 2.640 3.063 -0.229
O -2.568 2.001 1.865 -0.191
C -2.213 2.809 0.747 -0.078
N -1.861 2.279 5.487 0.057
H -4.441 2.932 4.722 0.081
H -4.355 1.246 5.477 0.075
H -4.721 1.541 3.808 0.077
H -2.391 0.795 4.084 0.097
H -1.148 2.738 3.235 0.108
H -2.649 3.643 3.196 0.131
H -2.242 2.254 -0.189 0.060
H -1.179 3.150 0.866 0.082
H -2.943 3.625 0.738 0.096
H -0.904 1.917 5.481 0.040
H -2.202 1.779 6.305 0.069
C 6.296 1.797 -0.645 -0.039
C 5.548 0.900 0.362 -0.432
C 6.080 -0.524 0.412 -0.196
O 5.975 -1.094 -0.876 -0.227
C 6.481 -2.386 -1.053 -0.099
N 5.537 1.433 1.705 0.056
H 6.163 2.852 -0.421 0.073
H 5.956 1.586 -1.660 0.079
H 7.347 1.489 -0.606 0.076
H 4.515 0.937 0.001 0.132
H 5.582 -1.162 1.148 0.110
H 7.144 -0.523 0.691 0.129
H 7.521 -2.307 -1.394 0.095
H 5.863 -2.898 -1.796 0.079
H 6.364 -3.042 -0.179 0.096
H 4.758 2.059 1.835 0.039
H 6.412 1.836 2.006 0.080
C 1.714 -5.641 -2.236 -0.054
C 1.762 -4.230 -1.674 -0.445
C 3.091 -3.922 -1.039 -0.196
O 3.451 -4.769 0.069 -0.180
C 2.731 -4.498 1.242 -0.143
N 1.563 -3.212 -2.717 0.066
H 2.712 -5.981 -2.517 0.077
H 0.950 -5.840 -2.983 0.071
H 1.481 -6.282 -1.375 0.070
H 0.969 -4.077 -0.924 0.132
H 3.079 -2.866 -0.735 0.115
H 3.963 -4.037 -1.683 0.119
H 3.361 -4.894 2.049 0.085
H 1.811 -5.096 1.355 0.081
H 2.434 -3.475 1.485 0.060
H 1.488 -2.333 -2.202 0.041
H 0.656 -3.267 -3.168 0.061
C -1.959 -2.068 2.390 -0.038
C -1.074 -1.438 3.486 -0.418
C -0.019 -2.479 3.925 -0.210
O -0.502 -3.632 4.553 -0.173
C -1.165 -3.367 5.773 -0.105
N -0.421 -0.260 2.955 0.068
H -1.446 -2.132 1.431 0.080
H -2.854 -1.446 2.297 0.056
H -2.303 -3.080 2.628 0.079
H -1.683 -1.139 4.339 0.107
H 0.763 -1.995 4.538 0.124
H 0.587 -2.761 3.057 0.120
H -1.991 -2.662 5.678 0.075
H -0.429 -2.932 6.461 0.092
H -1.564 -4.279 6.212 0.086
H -1.027 0.457 2.576 0.045
H 0.175 -0.543 2.181 0.063
```

Output
Electronic energy   -69647.2548 eV
Spin multiplicity   1
E_LUMO   2.1 eV
Net charge   -1